Record 1
Density functional theory data (ωB97M-V/def2-TZVPD) for C10H11P in the gas phase in a non-equilibrium geometry.

Energy above the lowest of the compared OMol25 structures with the same formula, charge and spin = 368.3 kJ/mol
DFT total energy = -728.835639 a.u.
Orbital gap (spin up / spin down) = 7.52 / 6.52 eV
LUMO energy (spin up / spin down) = -0.348 / -0.558 eV

Atoms and positions in Å:
C (2.5099, -1.5724, 0.2693)
C (2.6349, -0.6323, 1.2623)
C (1.3942, -1.6609, -0.4838)
C (1.6175, 0.2230, 1.5893)
C (0.3574, -0.7320, -0.3047)
C (0.4561, 0.2556, 0.6594)
C (-2.2398, -1.2226, -0.3661)
C (-0.8724, -0.9252, -1.1441)
C (-0.4666, 1.3355, 0.9243)
C (-1.4931, 1.8505, 0.0067)
P (-2.4689, -1.2575, 1.2813)
H (3.3721, -2.1615, -0.0359)
H (3.5057, -0.8067, 1.8881)
H (1.4593, -2.3943, -1.3660)
H (1.9803, 0.9773, 2.3091)
H (-2.9359, -1.5346, -1.0448)
H (-1.1855, -0.1808, -1.9190)
H (-0.5637, -1.7534, -1.7522)
H (-0.2014, 1.8487, 1.7837)
H (-2.2444, 1.2294, -0.1927)
H (-0.9920, 2.2218, -0.8661)
H (-1.9315, 2.7963, 0.4311)

***

Record 2
Density functional theory data (ωB97M-V/def2-TZVPD) for C10H12 in the gas phase in a non-equilibrium geometry.

Energy above the lowest of the compared OMol25 structures with the same formula, charge and spin = 612.8 kJ/mol
DFT total energy = -387.972572 a.u.
Orbital gap = 8.15 eV
LUMO energy = -0.348 eV

Atoms and positions in Å:
C (-1.3572, 0.7679, 0.5553)
C (-1.5890, 1.8246, -0.1986)
C (-2.2531, -0.2406, 1.2250)
C (-1.4705, -0.7563, 2.4058)
C (-0.1221, -0.0185, 2.4536)
C (1.1200, 0.0614, 0.3043)
C (0.0401, 0.4175, 0.9454)
C (-1.0764, -0.1152, 3.7124)
C (1.6014, -1.5333, -1.4798)
C (1.2437, -0.0469, -1.1550)
H (-0.8567, 2.5457, -0.5014)
H (-2.5159, 2.0546, -0.6617)
H (-3.0363, 0.3800, 1.5609)
H (-2.6349, -0.7554, 0.4141)
H (-1.6114, -1.8297, 2.4961)
H (0.7132, -0.6279, 2.7927)
H (1.9913, -0.3145, 0.8172)
H (1.9255, -1.6492, -2.5075)
H (0.6866, -2.0614, -1.2866)
H (2.3407, -1.8511, -0.7764)
H (0.2660, 0.1415, -1.5141)
H (1.9843, 0.7455, -1.5514)

***

Record 3
Density functional theory data (ωB97M-V/def2-TZVPD) for C10H12 in the gas phase in a non-equilibrium geometry.

Energy above the lowest of the compared OMol25 structures with the same formula, charge and spin = 326.3 kJ/mol
DFT total energy = -388.081674 a.u.
SMILES = CC#C[C@@]12C=C[C@@H](C)[C@@H]1C2
Orbital gap = 9.63 eV
LUMO energy = 1.006 eV

Atoms and positions in Å:
C (-0.5974, -2.5816, 3.3071)
C (-0.5152, -1.8557, 2.0260)
C (-0.5465, -1.1209, 1.0744)
C (-0.5322, -0.1208, -0.0804)
C (-0.9773, 1.2287, 0.0859)
C (-0.5750, 1.9721, -0.9354)
C (0.5358, 1.2542, -1.6708)
C (1.9926, 1.6896, -1.1917)
C (0.4439, -0.1778, -1.2153)
C (-0.9965, -0.7695, -1.3814)
H (-1.1165, -3.6306, 3.3267)
H (-1.1318, -2.0418, 4.0496)
H (0.3252, -2.6831, 3.8316)
H (-1.6518, 1.5629, 0.8034)
H (-0.7880, 3.0645, -1.2148)
H (0.3940, 1.6063, -2.7340)
H (2.4982, 1.0321, -0.4573)
H (1.9563, 2.7221, -0.7886)
H (2.7418, 1.7176, -1.9527)
H (1.1914, -0.8610, -1.1671)
H (-1.6493, -0.1861, -2.1414)
H (-1.0019, -1.8211, -1.5739)

***

Record 4
Density functional theory data (ωB97M-V/def2-TZVPD) for a molecular structure, C10H12BBeF10N5O4S2 in a non-equilibrium geometry.

Energy above the lowest of the compared OMol25 structures with the same formula, charge and spin = 6.4 kJ/mol
DFT total energy = -2797.747033 a.u.
Orbital gap = 9.17 eV
LUMO energy = -1.739 eV

Atoms and positions in Å:
Be (-22.9654, -18.6447, -15.3444)
B (-22.6233, -21.5530, -16.6658)
F (-22.2765, -20.5349, -17.5431)
F (-23.6302, -22.3459, -17.2022)
F (-21.5613, -22.4441, -16.4244)
F (-23.1088, -21.0527, -15.4492)
C (-25.8689, -19.6630, -13.0325)
F (-26.8953, -19.6936, -13.8607)
F (-26.1992, -20.1367, -11.8256)
F (-24.8281, -20.3530, -13.4922)
S (-25.2900, -17.9077, -12.7679)
O (-26.4973, -17.1924, -12.4204)
O (-24.1960, -17.9287, -11.8352)
N (-24.6905, -17.5582, -14.4019)
S (-25.1207, -16.0729, -14.8368)
O (-25.2060, -15.0933, -13.7854)
O (-24.2518, -15.6745, -15.9445)
C (-26.8253, -16.2579, -15.6941)
F (-27.6319, -17.0460, -14.9799)
F (-27.4778, -15.0955, -15.7568)
F (-26.6786, -16.8825, -16.8571)
C (-26.2379, -21.2967, -17.8838)
C (-25.4893, -20.1480, -17.4401)
N (-24.9162, -19.2260, -17.0683)
H (-27.1335, -21.0648, -18.4596)
H (-26.6400, -21.8818, -17.0573)
H (-25.5217, -21.8836, -18.4586)
C (-23.3730, -15.8170, -19.2930)
C (-22.8193, -16.8141, -18.4252)
N (-22.4083, -17.6257, -17.7286)
H (-22.9393, -16.0111, -20.2752)
H (-23.0109, -14.8572, -18.9245)
H (-24.4590, -15.8640, -19.3209)
C (-20.3316, -21.3822, -12.0681)
C (-21.2774, -20.4438, -12.5926)
N (-22.0392, -19.6917, -13.0062)
H (-19.7857, -21.8223, -12.9020)
H (-20.9173, -22.1278, -11.5277)
H (-19.6341, -20.9563, -11.3488)
C (-21.6164, -14.7208, -13.0008)
C (-21.5030, -15.7784, -13.9930)
N (-21.4908, -16.6434, -14.7448)
H (-21.9984, -15.2100, -12.1045)
H (-22.3242, -13.9322, -13.2466)
H (-20.5883, -14.3578, -12.9658)

***

Record 5
Density functional theory data (ωB97M-V/def2-TZVPD) for 2 unconnected molecules or ions with the total composition C10H12BBrO2 in a non-equilibrium geometry.

Energy above the lowest of the compared OMol25 structures with the same formula, charge and spin = 0.0 kJ/mol
DFT total energy = -3137.567999 a.u.
Orbital gap = 8.03 eV
LUMO energy = 0.498 eV

Atoms and positions in Å:
B (0.1386, 1.3448, -0.2893)
C (-2.7398, -2.9005, 0.0648)
C (-2.4266, -2.5143, -1.2078)
C (-2.7748, -1.9045, 1.0573)
C (-2.1055, -1.1763, -1.5139)
C (-2.5264, -0.5899, 0.8049)
C (-2.2301, -0.2059, -0.4953)
C (2.8507, 0.9619, 0.3074)
C (2.4230, 1.7580, -0.9511)
C (1.7277, 1.0720, 1.4994)
C (-1.9592, 1.1882, -0.8795)
O (0.9772, 1.5866, -1.2871)
O (0.3387, 0.9935, 1.0431)
Br (-2.6774, 2.5799, 0.1401)
H (-3.0898, -3.9000, 0.3522)
H (-2.4864, -3.1723, -1.9360)
H (-3.0289, -2.2529, 2.1341)
H (-1.7985, -0.8180, -2.3949)
H (-2.3681, 0.0271, 1.6353)
H (2.8822, -0.1156, 0.2051)
H (3.8168, 1.2385, 0.7484)
H (2.5382, 2.7358, -0.6984)
H (3.0930, 1.2912, -1.8310)
H (1.8263, 0.2145, 2.0876)
H (1.8493, 2.0374, 1.9785)
H (-1.9100, 1.3751, -2.0124)

***

Record 6
Density functional theory data (ωB97M-V/def2-TZVPD) for a molecular structure, C10H12Br9Cl3O6 in a non-equilibrium geometry.

Energy above the lowest of the compared OMol25 structures with the same formula, charge and spin = 0.0 kJ/mol
DFT total energy = -25386.353851 a.u.
Orbital gap = 9.37 eV
LUMO energy = -0.604 eV

Atoms and positions in Å:
C (-2.9574, 0.8349, 4.1758)
Br (-2.9581, 2.5959, 5.0079)
Br (-2.9720, -0.5732, 5.5034)
Br (-1.4088, 0.5987, 2.9643)
H (-3.8451, 0.7177, 3.5724)
C (4.2589, 0.4463, -3.5309)
Br (3.5718, -0.8367, -2.1744)
Br (6.1667, 0.7796, -3.2825)
Br (3.1523, 2.0168, -3.4597)
H (4.0330, 0.0025, -4.4890)
C (-0.9835, -1.8060, -4.2418)
Br (-2.1868, -2.3279, -5.7233)
Br (-2.0401, -1.6756, -2.5949)
Br (0.0196, -0.2424, -4.5346)
H (-0.3044, -2.6324, -4.0921)
C (1.2129, 6.1351, 0.1372)
Cl (0.5050, 7.3734, -0.8921)
Cl (1.7101, 4.7370, -0.8421)
Cl (0.1512, 5.6572, 1.4648)
H (2.1169, 6.5094, 0.5982)
C (-1.1718, -2.8983, 0.8153)
C (-1.6416, -4.2614, 1.3092)
O (-2.6856, -3.9407, 2.2409)
C (-2.9736, -2.6331, 2.1487)
O (-3.7571, -2.0571, 2.8106)
O (-2.1603, -2.0013, 1.2629)
H (-0.9846, -2.9105, -0.2607)
H (-0.2014, -2.6769, 1.2644)
H (-0.7892, -4.6904, 1.8374)
H (-2.0345, -4.9947, 0.6098)
C (0.7354, 1.3701, 0.0938)
C (0.5736, -0.0674, -0.4414)
O (1.4402, -0.7997, 0.4346)
C (2.1531, 0.0049, 1.2230)
O (2.9793, -0.3891, 1.9849)
O (1.7605, 1.2841, 1.0849)
H (-0.1449, 1.8265, 0.5437)
H (1.1453, 1.9894, -0.7047)
H (0.9453, -0.0003, -1.4610)
H (-0.4301, -0.4642, -0.3630)

***

Record 7
Density functional theory data (ωB97M-V/def2-TZVPD) for a molecular structure, C10H12BrIO2 in a non-equilibrium geometry.

Energy above the lowest of the compared OMol25 structures with the same formula, charge and spin = 0.0 kJ/mol
DFT total energy = -3410.357296 a.u.
Orbital gap = 9.31 eV
LUMO energy = 0.127 eV

Atoms and positions in Å:
C (2.0308, 2.5863, 0.8170)
C (1.0645, 2.8920, -0.1067)
C (2.5147, 1.3004, 0.9254)
C (0.4694, 1.8423, -0.8749)
C (1.8885, 0.2991, 0.2140)
C (0.8101, 0.5107, -0.6951)
C (-2.2881, 0.2759, 0.4699)
C (-0.9626, -2.9718, 1.0238)
C (-0.9110, -1.3115, -0.6999)
C (0.2642, -0.6136, -1.5330)
O (-1.9657, -0.3818, -0.7030)
O (-0.4983, -1.6872, 0.5152)
Br (1.6456, -2.0164, -1.6965)
I (-0.5566, -0.0814, -3.4240)
H (2.6631, 3.4519, 1.0927)
H (0.5695, 3.8897, -0.1544)
H (3.2057, 0.9764, 1.6066)
H (-0.3331, 2.1798, -1.5890)
H (2.1673, -0.7891, 0.3976)
H (-2.5896, -0.3221, 1.2933)
H (-3.2077, 0.9177, 0.2180)
H (-1.5035, 1.0219, 0.7327)
H (-2.0098, -3.0425, 0.7122)
H (-0.9674, -3.0515, 2.1414)
H (-0.2379, -3.7056, 0.6721)
H (-1.2622, -2.1695, -1.3553)

***

Look up the energy above the lowest of the compared OMol25 structures with the same formula, charge and spin of the second one. 612.8 kJ/mol